No. 1
# C19H18BrNO4S

The molecule C19H18BrNO4S at a distorted geometry (ωB97M-V/def2-TZVPD, the Open Molecules 2025 dataset).

Geometry as XYZ:
```
44
Properties=species:S:1:pos:R:3:forces:R:3:nbo_charge:R:1
C 2.1247 0.5276 -4.0691 -0.876 -0.585 0.408 -0.64
C 0.6838 1.1005 -4.2342 1.445 -0.158 -0.990 -0.07
O 0.0306 1.3911 -2.9997 0.013 -0.385 0.768 -0.51
C 0.4700 2.4185 -2.2458 1.129 1.911 -1.031 0.77
O 1.2317 3.3053 -2.6235 -0.837 -1.527 0.071 -0.59
C -0.1021 2.4557 -0.8966 -0.539 1.604 1.790 -0.13
C -0.1348 3.5273 -0.0375 -0.076 -3.241 -0.802 -0.08
C -0.8300 3.1157 1.2533 -0.379 0.056 0.126 -0.25
N -1.0550 1.6595 1.0632 -0.785 -0.313 1.254 -0.67
S -2.1864 0.7466 1.9928 -1.663 1.739 0.047 2.26
O -3.3309 0.4459 1.1446 1.430 -0.481 0.174 -0.94
O -2.5569 1.4600 3.2175 1.607 -0.646 -1.497 -0.91
C -1.3767 -0.8178 2.4489 -0.021 0.148 0.265 -0.25
C -2.0823 -2.0174 2.3078 0.210 -0.521 -0.056 -0.19
C -1.4965 -3.2472 2.6881 0.515 1.081 0.088 -0.21
C -0.2087 -3.2857 3.2512 -1.617 2.011 -0.994 -0.17
C 0.4505 -2.0640 3.4322 0.368 -0.687 0.313 -0.23
C -0.1343 -0.8620 3.0793 0.498 0.890 -0.177 -0.06
Br 0.8828 0.7695 3.4467 -0.522 -1.047 -0.001 0.06
C -0.8380 1.2841 -0.3322 1.652 -0.743 0.869 -0.12
C -0.0190 -0.0075 -0.3651 -0.837 -0.638 -0.892 0.07
C -0.6037 -1.1539 -0.9119 1.319 -0.741 -0.044 -0.22
C 0.1304 -2.3737 -0.9432 -0.546 0.681 0.514 -0.21
C 1.3935 -2.4805 -0.3842 1.021 1.725 0.427 -0.23
C 1.9940 -1.2922 0.1273 -0.317 0.165 -0.344 -0.20
C 1.2891 -0.0836 0.1128 0.282 -0.335 0.263 -0.26
H 2.6570 1.0792 -3.3204 0.361 0.482 0.335 0.22
H 2.1077 -0.5201 -3.7218 -0.193 0.359 -0.125 0.21
H 2.7123 0.5457 -4.9886 -0.322 0.192 -0.091 0.22
H 0.1076 0.3534 -4.8053 -0.258 0.510 0.637 0.20
H 0.7367 2.0234 -4.8084 -0.046 0.032 -0.087 0.19
H 0.2932 4.4756 -0.2493 0.181 0.660 0.000 0.24
H -0.2690 3.3006 2.1803 0.065 0.004 -0.345 0.23
H -1.7788 3.6580 1.3447 0.011 0.006 0.062 0.21
H -3.0913 -2.0091 1.8919 0.367 0.112 -0.009 0.25
H -2.0209 -4.1670 2.5117 -0.295 -0.172 0.012 0.22
H 0.2204 -4.2146 3.4951 0.640 -0.844 0.358 0.22
H 1.4509 -2.0755 3.8538 -0.147 0.185 0.001 0.23
H -1.7538 1.2147 -0.8493 -1.266 -0.675 -0.745 0.22
H -1.5820 -1.1276 -1.3849 0.053 0.113 0.259 0.22
H -0.3426 -3.2488 -1.3464 -0.147 -0.259 -0.229 0.21
H 2.0105 -3.3751 -0.3633 -0.484 -0.105 -0.164 0.22
H 3.0345 -1.2263 0.5019 -0.774 -0.513 -0.224 0.22
H 1.7816 0.7918 0.5354 -0.218 -0.053 -0.190 0.23
```
Forces are in eV/Å.

## Properties
**Relative energy (zero: lowest compared OMol25 entry of this formula, charge and spin)**: 0.0 kcal per mole
**Multiplicity**: 1
**Energy**: -110551.5211 eV
**Frontier orbital gap**: 9.5 eV
**LUMO level**: 0.2 eV

No. 2
# C22H31F2N2OSi

A cluster of 3 separate species, C22H31F2N2OSi in total at a distorted geometry (ωB97M-V/def2-TZVPD, the Open Molecules 2025 dataset).

Geometry as XYZ:
```
59
Properties=species:S:1:pos:R:3:forces:R:3:nbo_charge:R:1
C 5.0494 -2.1879 1.7855 0.184 0.211 0.275 -0.63
C 4.6194 -1.0118 2.7023 -0.096 -1.042 -0.367 -0.22
N 4.1157 0.1538 1.9391 -0.003 -0.908 1.563 -0.28
C 4.4631 0.6504 0.7213 -0.041 0.558 -0.544 -0.04
C 3.6547 1.7348 0.4913 0.698 -1.075 0.180 -0.04
N 2.8420 1.8146 1.5872 -0.925 1.668 0.572 -0.27
C 1.7590 2.8040 1.7932 -1.006 -0.840 -0.943 -0.23
C 0.4893 2.0310 2.2326 0.600 0.304 0.455 -0.07
O 0.3066 0.8937 1.4238 -0.231 0.012 0.431 -0.88
Si -1.2625 0.2269 1.5002 -0.971 -0.999 -0.865 1.85
C -1.2678 -1.5604 0.8576 0.211 0.559 0.421 -1.13
C -1.9552 0.1427 3.2520 0.184 0.028 -0.075 -1.15
C -2.3384 1.2516 0.3219 0.983 -0.060 0.865 -1.14
C 3.1305 0.8729 2.4745 0.533 0.063 -1.252 0.25
H 4.3550 -3.0229 1.9282 0.292 0.135 -0.116 0.24
H 6.0656 -2.5093 2.0369 -0.283 -0.037 -0.065 0.24
H 5.0455 -1.9307 0.7212 -0.054 0.021 0.260 0.22
H 3.7701 -1.3765 3.2935 0.152 0.345 -0.118 0.22
H 5.3829 -0.7239 3.4334 0.029 0.216 -0.523 0.23
H 5.2264 0.2311 0.0808 -0.098 0.009 0.293 0.26
H 3.6554 2.3835 -0.3748 -0.363 0.042 0.338 0.27
H 1.5213 3.2035 0.7983 0.420 0.229 0.325 0.23
H 2.0425 3.5812 2.5071 0.025 -0.140 -0.214 0.24
H 0.6497 1.7380 3.2872 -0.420 0.075 -0.188 0.17
H -0.3767 2.7112 2.1705 0.319 -0.027 0.184 0.20
H -0.5806 -2.1887 1.4418 0.029 0.055 -0.445 0.23
H -1.0838 -1.5905 -0.2235 0.211 -0.206 0.288 0.24
H -2.2732 -1.9711 1.0213 0.212 0.231 -0.013 0.26
H -2.2929 1.1148 3.6345 0.174 -0.251 0.085 0.24
H -2.8307 -0.5256 3.2260 0.179 0.269 -0.126 0.26
H -1.2522 -0.3359 3.9525 -0.140 0.320 -0.111 0.24
H -1.6687 1.5795 -0.4884 -0.429 -0.065 0.027 0.24
H -3.1432 0.6147 -0.0528 0.004 0.393 0.014 0.27
H -2.6948 2.1322 0.8737 -0.259 -0.141 -0.430 0.23
H 2.6532 0.6751 3.4226 0.020 0.120 -0.211 0.25
F -4.0437 -1.4790 -0.4347 -0.109 0.045 -0.032 -0.34
C -4.3320 -2.6904 -0.9641 -0.116 -0.405 -0.196 0.39
C -3.7999 -3.0312 -2.1910 0.196 0.195 -0.111 -0.29
C -4.0925 -4.2759 -2.7300 -0.101 -0.036 0.152 -0.19
C -4.9181 -5.1549 -2.0415 -0.006 -0.070 -0.041 -0.22
C -5.4480 -4.7926 -0.8105 0.109 0.033 -0.128 -0.18
C -5.1497 -3.5529 -0.2629 -0.081 0.099 0.262 -0.29
H -3.1651 -2.3284 -2.7156 -0.018 0.012 0.023 0.23
H -3.6768 -4.5597 -3.6878 -0.007 0.036 0.005 0.22
H -5.1485 -6.1234 -2.4659 -0.002 0.022 0.011 0.22
H -6.0947 -5.4756 -0.2758 0.015 0.027 0.016 0.22
H -5.5465 -3.2552 0.6992 -0.009 0.029 -0.029 0.23
F 0.0873 5.5060 -3.7372 -0.003 0.022 0.016 -0.31
C 0.4446 4.2191 -3.6154 0.067 -0.263 0.001 0.41
C 0.5283 3.6601 -2.3547 -0.009 0.084 0.264 -0.30
C 0.8935 2.3263 -2.2299 0.069 0.032 -0.134 -0.22
C 1.1794 1.5738 -3.3617 0.060 -0.118 0.047 -0.22
C 1.0945 2.1534 -4.6209 -0.024 0.040 0.163 -0.19
C 0.7199 3.4830 -4.7514 0.000 0.062 -0.207 -0.27
H 0.3083 4.2667 -1.4848 -0.056 0.040 -0.053 0.22
H 0.9548 1.8717 -1.2465 -0.066 -0.023 -0.013 0.21
H 1.4678 0.5348 -3.2618 -0.022 0.014 -0.014 0.21
H 1.3204 1.5692 -5.5031 -0.026 0.026 -0.003 0.23
H 0.6401 3.9492 -5.7245 0.000 0.031 0.031 0.24
```
Forces are in eV/Å.

## Properties
**Net charge**: +1
**Multiplicity**: 1
**Energy**: -41652.9074 eV
**Frontier orbital gap**: 8.4 eV
**LUMO level**: -2.6 eV

No. 3
# C23H25FN3O2Ta

A structure of composition C23H25FN3O2Ta (ωB97M-V/def2-TZVPD, the Open Molecules 2025 dataset).

Geometry as XYZ:
```
55
Properties=species:S:1:pos:R:3:forces:R:3:nbo_charge:R:1
Ta 0.3521 0.3365 0.0693 0.146 -0.212 -0.233 2.49
O -1.8631 -2.8890 -1.4074 -0.004 0.006 0.009 -0.52
C -1.2729 -1.8532 -1.2430 -0.003 0.101 0.013 0.64
N -0.8634 -1.3327 -0.0368 0.026 -0.178 -0.205 -0.80
C -1.1829 -2.1510 1.1149 -0.194 0.111 0.211 -0.28
C -0.6346 -1.4693 2.3232 0.022 -0.065 -0.013 0.30
C -0.7617 -1.9601 3.6126 -0.006 0.038 -0.019 -0.23
C -0.2259 -1.2401 4.6626 0.006 0.012 0.008 -0.07
C 0.4284 -0.0311 4.4141 -0.005 -0.017 0.030 -0.23
C 0.5260 0.4065 3.1216 -0.008 0.000 -0.037 0.07
N 0.0102 -0.3085 2.0875 0.013 0.043 0.160 -0.60
C -0.8970 -0.9400 -2.3763 -0.019 -0.126 -0.013 0.16
C -1.1824 -1.2175 -3.6931 -0.027 0.032 0.034 -0.18
C -0.7777 -0.3051 -4.6590 0.009 0.018 0.009 -0.08
C -0.1098 0.8538 -4.2733 -0.013 -0.019 -0.030 -0.22
C 0.1411 1.0672 -2.9359 -0.010 0.011 0.019 0.08
N -0.2400 0.1720 -2.0031 -0.036 0.071 -0.077 -0.57
H -2.2685 -2.2519 1.2194 0.010 -0.069 -0.010 0.26
H -0.7886 -3.1676 1.0311 0.070 0.016 -0.061 0.26
H -1.2827 -2.8931 3.7795 -0.002 -0.001 -0.006 0.26
H -0.3184 -1.6085 5.6759 0.004 0.005 0.002 0.26
H 0.8495 0.5581 5.2155 0.000 -0.006 0.004 0.27
H 1.0189 1.3389 2.8720 -0.004 -0.006 -0.011 0.23
H -1.7126 -2.1300 -3.9296 -0.004 0.001 -0.003 0.28
H -0.9852 -0.4896 -5.7048 0.001 0.003 -0.002 0.26
H 0.2079 1.5873 -5.0004 0.001 0.001 0.001 0.27
H 0.6486 1.9588 -2.5878 0.001 0.001 0.004 0.23
C -2.3276 2.7428 1.2842 0.072 -0.019 -0.021 -0.64
C -1.1313 3.2086 0.4739 -0.185 0.199 0.042 0.28
C -1.5250 3.6843 -0.9123 0.050 -0.056 0.022 -0.63
C -0.2836 4.2252 1.2126 0.028 -0.057 -0.005 -0.63
O -0.2743 2.0167 0.2772 0.121 0.050 0.024 -0.77
H -2.9882 3.5870 1.4777 -0.003 0.006 -0.013 0.26
H -2.0105 2.3399 2.2476 -0.010 -0.005 -0.002 0.22
H -2.8936 1.9854 0.7394 -0.016 -0.003 0.017 0.22
H -2.1749 4.5539 -0.8225 -0.006 0.001 0.014 0.26
H -2.0734 2.9091 -1.4499 -0.001 0.011 -0.013 0.22
H -0.6466 3.9845 -1.4850 -0.008 -0.003 -0.010 0.22
H -0.8652 5.1326 1.3710 -0.009 0.001 -0.003 0.25
H 0.6044 4.4856 0.6371 0.001 0.006 0.006 0.23
H 0.0191 3.8464 2.1897 -0.003 0.012 0.001 0.22
F 1.6328 -5.0739 -1.3960 0.003 -0.024 0.000 -0.29
C 1.8896 -3.8170 -1.0705 0.018 0.034 0.028 0.51
C 2.0119 -3.4820 0.2703 -0.014 -0.015 -0.006 -0.28
C 2.2482 -2.1619 0.6009 0.039 0.038 -0.026 -0.18
C 2.3796 -1.1713 -0.3910 0.014 -0.173 0.114 -0.15
C 2.4857 0.2676 0.0056 0.040 0.124 0.083 -0.92
C 2.3012 -1.5664 -1.7336 -0.040 0.057 0.006 -0.18
C 2.0532 -2.8824 -2.0794 -0.003 -0.001 -0.046 -0.28
H 1.9449 -4.2577 1.0215 -0.008 0.001 0.000 0.26
H 2.3809 -1.8904 1.6427 -0.007 -0.008 0.004 0.23
H 2.9242 0.9031 -0.7696 -0.031 0.029 0.012 0.28
H 3.0332 0.4237 0.9365 -0.008 0.035 -0.001 0.28
H 2.4617 -0.8319 -2.5151 -0.006 -0.008 -0.010 0.23
H 2.0085 -3.2025 -3.1117 -0.004 0.000 -0.001 0.26
```
Forces are in eV/Å.

## Properties
**Net charge**: +2
**Relative energy (zero: lowest compared OMol25 entry of this formula, charge and spin)**: 13.5 kcal per mole
**Multiplicity**: 1
**Energy**: -37080.0124 eV
**Frontier orbital gap**: 7.0 eV
**LUMO level**: -7.7 eV

No. 4
# C3H10N2

A cluster of 2 separate species, C3H10N2 in total at a distorted geometry (ωB97M-V/def2-TZVPD, the Open Molecules 2025 dataset).

Geometry as XYZ:
```
15
Properties=species:S:1:pos:R:3:forces:R:3:nbo_charge:R:1
C 1.1355 2.0715 0.6954 0.743 -1.160 -1.959 0.07
N 1.2679 0.8290 0.4036 -2.834 1.444 -1.084 -0.51
C 1.4131 0.3930 -1.0101 2.164 -0.511 0.108 -0.43
H 0.1138 2.4555 0.8171 0.233 0.042 1.963 0.17
H 1.9002 2.8255 0.4217 -0.175 0.032 -0.188 0.12
H 0.7233 0.8851 -1.7115 -0.012 0.225 0.808 0.21
H 2.4299 0.5268 -1.4329 -0.255 -0.004 0.157 0.18
H 1.1711 -0.6640 -1.0739 0.110 -0.098 0.172 0.21
C -1.3791 -1.8960 0.3729 -0.959 -0.549 -1.047 -0.41
N -1.6530 -0.4781 0.1897 1.109 0.593 -0.009 -0.88
H -1.3103 -2.3587 -0.6400 0.150 0.054 0.700 0.18
H -0.4721 -2.1010 0.9199 0.429 0.060 0.168 0.18
H -2.1756 -2.4293 0.8863 -0.190 0.054 0.089 0.19
H -2.3891 -0.0478 0.7273 -0.102 -0.500 0.286 0.36
H -0.7755 -0.0114 0.4348 -0.412 0.318 -0.162 0.38
```
Forces are in eV/Å.

## Properties
**Relative energy (zero: lowest compared OMol25 entry of this formula, charge and spin)**: 80.7 kcal per mole
**Multiplicity**: 1
**Energy**: -6249.9290 eV
**Frontier orbital gap**: 8.1 eV
**LUMO level**: -0.2 eV

No. 5
# H6N2O

A cluster of 2 separate species, H6N2O in total at a distorted geometry (ωB97M-V/def2-TZVPD, the Open Molecules 2025 dataset).

Geometry as XYZ:
```
9
Properties=species:S:1:pos:R:3:forces:R:3:nbo_charge:R:1
N -0.3740 1.1518 0.8595 -0.181 -0.138 1.019 -0.66
N 0.6685 0.9452 1.8605 -0.135 0.301 -0.484 -0.68
H -0.0180 1.0347 -0.0763 0.659 0.262 0.045 0.34
H -1.0592 0.4182 0.9534 -0.372 -0.251 0.024 0.32
H 1.1455 0.0654 1.6939 -0.184 -0.088 0.415 0.33
H 0.2580 0.9791 2.8062 0.216 -0.083 -1.009 0.35
O -0.0511 -1.7004 -3.0407 -0.470 1.003 1.306 -0.93
H -0.5870 -2.1309 -2.3382 0.515 0.321 -0.741 0.47
H 0.0174 -0.7630 -2.7183 -0.049 -1.328 -0.576 0.47
```
Forces are in eV/Å.

## Properties
**Relative energy (zero: lowest compared OMol25 entry of this formula, charge and spin)**: 7.8 kcal per mole
**Multiplicity**: 1
**Energy**: -5123.6390 eV
**Frontier orbital gap**: 9.6 eV
**LUMO level**: 0.4 eV